C25H66FFeO9 | ωB97M-V/def2-TZVPD

The calculation puts the frontier orbital gap (spin up / spin down) at 0.33946 / 0.27105 hartree. For the LUMO energy (spin up / spin down), the calculation gives 0.492 / -0.896 eV. The HOMO energy (spin up / spin down) is -8.745 / -8.271 eV. The calculation puts the total energy at -82527.39572 eV. The molar mass is 585.64 g/mol. The multiplicity is 6.

Atoms and positions in Å:
Fe 0.959 -0.428 1.856
C -0.328 1.671 5.535
C -0.502 1.735 4.011
O 0.223 0.848 3.216
H 0.722 1.645 5.828
H -0.701 0.694 5.842
H -0.821 2.473 6.083
H -0.212 2.756 3.762
H -1.563 1.624 3.787
C 3.045 -1.083 5.305
C 2.905 -2.111 4.122
O 2.260 -1.564 3.028
H 2.119 -0.650 5.682
H 3.719 -0.261 5.067
H 3.480 -1.611 6.154
H 2.232 -2.888 4.483
H 3.897 -2.493 3.879
F -0.032 0.434 0.303
C 3.302 -2.068 -3.962
C 3.690 -1.120 -2.820
C 4.200 0.275 -3.251
O 2.661 -0.823 -1.956
H 2.374 -1.781 -4.455
H 3.196 -3.100 -3.628
H 4.116 -2.074 -4.687
H 4.512 -1.561 -2.256
H 4.890 0.219 -4.092
H 4.743 0.784 -2.455
H 3.462 0.945 -3.692
H 2.241 -0.013 -2.254
C 2.890 2.831 2.451
C 2.420 2.101 1.185
C 3.100 2.576 -0.120
O 2.604 0.717 1.209
H 3.969 2.701 2.530
H 2.431 2.448 3.363
H 2.787 3.913 2.369
H 1.347 2.287 1.174
H 2.816 1.930 -0.951
H 4.182 2.507 -0.015
H 2.861 3.611 -0.364
H 3.547 0.611 1.352
C -2.874 -1.856 0.860
C -2.097 -1.302 2.044
C -2.734 -1.705 3.377
O -0.746 -1.698 2.055
H -2.704 -2.933 0.841
H -2.440 -1.402 -0.030
H -3.953 -1.738 0.759
H -2.041 -0.214 2.019
H -2.165 -1.243 4.183
H -2.828 -2.789 3.446
H -3.747 -1.304 3.369
H -0.818 -2.620 2.313
C -0.364 2.030 -4.212
C -0.341 0.940 -3.098
C -0.232 -0.474 -3.702
O 0.778 1.098 -2.315
H -1.193 1.784 -4.876
H 0.519 2.025 -4.851
H -0.433 3.062 -3.867
H -1.171 1.009 -2.395
H -1.148 -0.783 -4.206
H -0.126 -1.235 -2.929
H 0.526 -0.565 -4.479
H 0.460 1.007 -1.413
C -5.272 -0.586 -2.094
C -4.075 0.079 -2.808
C -4.246 -0.074 -4.320
O -4.130 1.430 -2.616
H -6.257 -0.348 -2.495
H -5.241 -0.250 -1.058
H -5.237 -1.673 -2.165
H -3.110 -0.307 -2.480
H -5.027 0.529 -4.783
H -4.466 -1.107 -4.589
H -3.343 0.121 -4.899
H -3.655 1.576 -1.795
C 0.537 -3.532 -1.009
C 1.478 -3.200 0.142
C 2.851 -3.794 -0.033
O 1.484 -1.767 0.271
H -0.476 -3.153 -0.876
H 0.526 -4.617 -1.119
H 0.924 -3.161 -1.958
H 1.099 -3.702 1.032
H 3.305 -3.365 -0.927
H 2.817 -4.861 -0.257
H 3.548 -3.557 0.770
H 1.911 -1.550 -0.561
C -1.767 3.373 0.746
C -2.851 2.311 0.686
C -4.194 2.911 0.128
O -2.546 1.386 -0.309
H -1.608 3.925 -0.180
H -0.796 2.924 0.955
H -1.900 4.079 1.566
H -2.990 1.890 1.682
H -4.568 3.607 0.880
H -4.970 2.175 -0.083
H -3.964 3.447 -0.793
H -1.664 1.036 -0.162

=====

C25H66FFeO9 | ωB97M-V/def2-TZVPD

The calculation puts the frontier orbital gap (spin up / spin down) at 0.35209 / 0.31832 hartree. For the LUMO energy (spin up / spin down), the calculation gives 0.492 / -0.082 eV. The HOMO energy (spin up / spin down) is -9.089 / -8.744 eV. The calculation puts the total energy at -82526.67471 eV. The molar mass is 585.64 g/mol. The multiplicity is 6.

Atoms and positions in Å:
Fe 3.995 0.090 0.875
C 0.132 -0.741 0.134
C 1.021 0.446 -0.261
O 2.286 0.511 0.294
H -0.360 -0.517 1.086
H 0.702 -1.633 0.393
H -0.597 -0.858 -0.663
H 0.561 1.432 -0.071
H 1.078 0.415 -1.372
C 2.024 -2.597 3.226
C 3.312 -1.787 3.376
O 3.688 -1.177 2.195
H 1.383 -2.195 2.435
H 1.466 -2.764 4.147
H 2.249 -3.593 2.822
H 4.105 -2.512 3.606
H 3.216 -1.053 4.190
F 4.927 1.157 -0.287
C -5.046 -3.340 -1.720
C -4.572 -2.522 -0.514
C -3.680 -1.377 -0.919
O -5.674 -1.963 0.264
H -5.167 -4.398 -1.465
H -4.263 -3.383 -2.485
H -5.955 -2.962 -2.183
H -4.050 -3.234 0.146
H -4.322 -0.689 -1.478
H -2.881 -1.734 -1.565
H -3.265 -0.841 -0.068
H -6.196 -2.699 0.601
C -1.376 2.464 -2.989
C -2.348 2.509 -4.148
C -2.467 3.877 -4.795
O -1.996 1.511 -5.116
H -1.539 3.281 -2.271
H -0.308 2.531 -3.211
H -1.463 1.579 -2.344
H -3.343 2.257 -3.744
H -3.073 3.777 -5.698
H -1.492 4.236 -5.138
H -2.897 4.606 -4.114
H -1.572 0.806 -4.609
C 3.209 -2.313 -2.261
C 3.438 -2.438 -0.783
C 3.739 -3.857 -0.349
O 4.550 -1.587 -0.368
H 3.405 -1.284 -2.580
H 2.215 -2.602 -2.592
H 3.963 -2.891 -2.808
H 2.607 -2.078 -0.181
H 4.634 -4.273 -0.826
H 2.913 -4.535 -0.592
H 3.848 -3.964 0.732
H 5.321 -1.937 -0.829
C -4.147 2.965 1.679
C -3.092 3.088 2.757
C -1.699 2.842 2.248
O -3.077 4.390 3.393
H -3.947 2.151 0.981
H -4.263 3.932 1.188
H -5.133 2.696 2.078
H -3.266 2.389 3.585
H -1.408 3.575 1.483
H -1.579 1.845 1.825
H -0.911 2.966 2.995
H -3.804 4.457 4.017
C -2.534 -3.256 5.591
C -1.444 -2.699 4.697
C -1.951 -2.107 3.425
O -0.850 -1.611 5.460
H -2.101 -3.700 6.483
H -3.138 -3.985 5.047
H -3.219 -2.454 5.881
H -0.648 -3.450 4.637
H -2.293 -2.828 2.679
H -1.191 -1.495 2.936
H -2.745 -1.415 3.701
H -0.186 -1.176 4.916
C 2.601 0.462 -5.429
C 1.101 0.534 -5.540
C 0.570 -0.456 -6.534
O 0.507 0.224 -4.253
H 2.930 -0.577 -5.307
H 2.993 1.014 -4.569
H 3.081 0.848 -6.328
H 0.879 1.573 -5.805
H -0.490 -0.266 -6.717
H 0.568 -1.454 -6.084
H 1.164 -0.504 -7.444
H 1.234 0.360 -3.636
C 2.174 2.948 2.904
C 3.452 2.849 2.083
C 4.367 4.021 2.392
O 4.186 1.618 2.362
H 1.467 3.611 2.408
H 2.408 3.347 3.896
H 1.704 1.983 3.095
H 3.195 2.851 1.029
H 4.130 4.848 1.730
H 5.419 3.733 2.343
H 4.227 4.349 3.427
H 4.670 1.807 3.172